# 1
C18H17MnN | wB97M-V/def2-TZVPD

Its HOMO-LUMO gap (alpha / beta) is 0.2570 / 0.2580 Eh. The multiplicity is 4. Its largest force on an atom is 0.133 hartree/bohr. For the HOMO energy (alpha / beta), the calculation gives -6.83 / -6.91 eV.

Geometry (Å):
C (0.643, -1.195, -1.810)
C (-0.763, -1.252, -2.139)
C (-1.453, -1.978, -1.059)
C (-0.445, -2.337, -0.056)
C (0.844, -1.798, -0.508)
Mn (-0.596, -0.256, -0.276)
C (-1.486, 1.407, -0.777)
C (0.022, 1.793, -0.425)
C (0.744, 2.496, -1.427)
N (0.650, 1.093, 0.578)
H (-2.526, -2.176, -1.009)
H (-1.208, -0.901, -3.075)
H (-0.614, -2.834, 0.905)
H (1.812, -1.982, -0.036)
H (1.440, -0.847, -2.476)
H (-1.839, 1.511, -1.887)
H (1.644, 1.051, 0.347)
H (-2.228, 1.505, 0.083)
H (0.063, 2.982, -2.185)
H (1.872, 2.501, -1.505)
C (1.171, -1.299, 5.270)
C (1.673, -1.593, 3.986)
C (1.437, -0.770, 2.896)
C (0.642, 0.385, 3.021)
C (0.186, 1.254, 1.928)
C (-0.788, 2.252, 2.112)
C (-1.246, 2.522, 3.417)
C (-0.807, 1.759, 4.481)
C (0.085, 0.668, 4.322)
C (0.393, -0.163, 5.433)
H (1.375, -1.944, 6.134)
H (2.266, -2.487, 3.874)
H (1.878, -1.016, 1.928)
H (-1.139, 2.843, 1.230)
H (-1.928, 3.363, 3.547)
H (-1.154, 1.977, 5.477)
H (-0.007, 0.084, 6.422)



# 2
C18H17N3O3S | wB97M-V/def2-TZVPD

Its HOMO-LUMO gap is 0.3160 Eh. The relative energy (zero: lowest compared OMol25 entry of this formula, charge and spin) comes out at 44.80 kcal/mol. The multiplicity is 1. Its largest force on an atom is 0.016 hartree/bohr. The SMILES is C=CCn1cnc2sc(C(=O)Nc3ccccc3OC)c(C)c2c1=O. For the HOMO energy, the calculation gives -8.33 eV.

Geometry (Å):
C (0.486, -0.750, 5.958)
C (-0.390, 0.052, 5.384)
C (-1.256, -0.357, 4.228)
N (-0.938, 0.434, 3.048)
C (-1.426, 1.689, 2.923)
N (-1.169, 2.505, 1.963)
C (-0.327, 2.042, 1.013)
C (0.231, 0.767, 1.009)
C (1.068, 0.535, -0.121)
C (1.102, 1.628, -0.941)
C (1.861, 1.848, -2.190)
O (2.557, 2.828, -2.364)
N (1.783, 0.876, -3.142)
C (0.942, -0.243, -3.237)
C (1.476, -1.438, -3.699)
C (0.694, -2.574, -3.812)
C (-0.640, -2.517, -3.458)
C (-1.199, -1.326, -3.025)
C (-0.430, -0.173, -2.927)
O (-0.915, 1.048, -2.572)
C (-2.272, 1.166, -2.219)
H (-2.930, 0.904, -3.053)
H (-2.515, 0.544, -1.351)
H (-2.414, 2.214, -1.961)
H (-2.248, -1.299, -2.778)
H (-1.261, -3.397, -3.528)
H (1.128, -3.495, -4.167)
H (2.523, -1.470, -3.963)
H (2.434, 1.007, -3.908)
S (0.176, 2.977, -0.342)
C (1.826, -0.733, -0.314)
H (2.667, -0.589, -0.987)
H (2.185, -1.088, 0.650)
H (1.176, -1.507, -0.723)
C (-0.062, -0.134, 2.098)
O (0.349, -1.268, 2.246)
H (-2.097, 2.027, 3.702)
H (-1.071, -1.402, 3.970)
H (-2.314, -0.213, 4.470)
H (-0.509, 1.076, 5.712)
H (1.100, -0.426, 6.780)
H (0.622, -1.765, 5.625)



# 3
C18H17N7O2PdS2 | wB97M-V/def2-TZVPD

Its net charge is -2. Its HOMO-LUMO gap is 0.1255 Eh. The relative energy (zero: lowest compared OMol25 entry of this formula, charge and spin) comes out at 14.24 kcal/mol. The multiplicity is 1. Its largest force on an atom is 0.029 hartree/bohr. For the HOMO energy, the calculation gives 0.70 eV.

Geometry (Å):
Pd (-0.882, -0.984, 0.425)
C (2.669, -1.175, -0.453)
N (1.773, -0.939, 0.650)
C (2.138, -1.255, 1.832)
C (1.229, -1.187, 2.942)
C (1.512, -1.234, 4.317)
C (0.279, -1.088, 4.961)
C (-0.676, -0.983, 3.924)
N (-0.111, -1.048, 2.713)
C (2.945, 0.126, -1.165)
C (1.880, 0.773, -1.793)
C (2.071, 1.995, -2.417)
C (3.330, 2.591, -2.426)
C (4.393, 1.955, -1.801)
C (4.196, 0.728, -1.171)
H (2.150, -1.836, -1.156)
H (3.608, -1.672, -0.152)
H (3.157, -1.632, 2.022)
H (2.490, -1.334, 4.770)
H (0.089, -1.073, 6.026)
H (-1.749, -0.890, 4.023)
H (0.895, 0.314, -1.742)
H (1.231, 2.493, -2.888)
H (3.477, 3.549, -2.912)
H (5.375, 2.415, -1.796)
H (5.023, 0.236, -0.670)
N (-3.947, -2.642, -1.403)
C (-4.070, -1.326, -1.270)
N (-3.112, -0.491, -0.957)
C (-3.542, 0.807, -0.908)
C (-4.847, 1.029, -1.173)
S (-5.631, -0.483, -1.522)
C (-2.543, 1.842, -0.548)
C (-2.625, 3.187, -0.680)
S (-1.176, 3.926, -0.093)
C (-0.543, 2.322, 0.270)
N (-1.358, 1.377, -0.039)
N (0.640, 2.102, 0.914)
H (-2.919, -3.119, -1.477)
H (-4.775, -3.178, -1.602)
H (-5.389, 1.959, -1.121)
H (-3.416, 3.780, -1.109)
H (1.424, 2.673, 0.647)
H (0.831, 1.097, 0.990)
O (-2.408, -5.479, -1.685)
N (-1.425, -4.740, -1.705)
O (-1.660, -3.488, -1.593)



# 4
C18H17NO11P | wB97M-V/def2-TZVPD

Its net charge is +1. Its HOMO-LUMO gap is 0.2533 Eh. The multiplicity is 1. Its largest force on an atom is 0.124 hartree/bohr. For the HOMO energy, the calculation gives -12.00 eV.

Geometry (Å):
O (-2.091, -1.297, 2.501)
P (-2.711, -1.782, 1.100)
O (-4.420, -1.473, 0.957)
O (-2.345, -3.513, 0.940)
C (-1.648, -0.874, -0.250)
C (-0.182, -1.676, -0.236)
C (0.914, -1.204, 0.903)
C (2.343, -2.070, 0.916)
C (2.524, -3.308, -0.190)
N (1.443, -3.635, -1.216)
C (0.104, -2.903, -1.300)
H (-4.873, -2.302, 1.346)
H (-2.449, -3.742, -0.044)
H (-2.126, -0.918, -1.318)
H (-1.437, 0.249, 0.009)
H (0.673, -0.323, 1.636)
H (3.157, -1.817, 1.717)
H (3.507, -3.977, -0.213)
H (1.582, -4.404, -1.935)
H (-0.752, -3.145, -2.066)
C (4.339, 1.714, 3.222)
C (4.484, 2.836, 3.931)
C (3.826, 3.003, 5.256)
O (3.992, 4.037, 5.893)
C (2.985, 1.902, 5.752)
C (2.838, 0.782, 5.041)
C (3.518, 0.604, 3.729)
O (3.379, -0.444, 3.107)
O (2.047, -0.255, 5.500)
O (5.252, 3.884, 3.459)
H (4.813, 1.579, 2.258)
H (2.499, 2.044, 6.709)
H (2.103, -0.951, 4.809)
H (5.201, 4.578, 4.153)
C (-2.711, 1.762, -6.057)
C (-2.393, 0.518, -5.692)
C (-2.708, 0.006, -4.330)
O (-2.421, -1.147, -4.030)
C (-3.358, 0.925, -3.382)
C (-3.673, 2.170, -3.746)
C (-3.383, 2.672, -5.117)
O (-3.700, 3.815, -5.427)
O (-4.281, 3.040, -2.859)
O (-1.759, -0.343, -6.570)
H (-2.490, 2.145, -7.045)
H (-3.566, 0.546, -2.389)
H (-4.407, 3.876, -3.359)
H (-1.639, -1.181, -6.072)



# 5
C18H17NO5 | wB97M-V/def2-TZVPD

Its HOMO-LUMO gap is 0.1824 Eh. The relative energy (zero: lowest compared OMol25 entry of this formula, charge and spin) comes out at 160.01 kcal/mol. The multiplicity is 1. Its largest force on an atom is 0.058 hartree/bohr. For the HOMO energy, the calculation gives -7.26 eV.

Geometry (Å):
C (1.290, -1.070, -2.364)
C (2.609, -0.702, -2.094)
C (3.398, 0.216, -2.774)
C (3.033, 1.028, -3.845)
C (1.949, 0.874, -4.699)
C (0.969, -0.116, -4.660)
C (0.645, -0.947, -3.597)
H (0.786, -1.686, -1.616)
H (3.047, -1.141, -1.190)
H (4.404, 0.367, -2.365)
H (3.709, 1.862, -4.071)
H (1.878, 1.591, -5.526)
H (0.324, -0.196, -5.542)
H (-0.256, -1.552, -3.728)
C (3.635, -1.037, 3.003)
C (2.152, -0.825, 2.851)
O (1.879, -0.517, 1.473)
C (0.533, -0.369, 1.272)
C (0.222, 0.077, -0.061)
C (-1.120, 0.182, -0.521)
O (-1.409, 0.115, -1.733)
C (-2.248, 0.423, 0.471)
C (-2.100, 1.301, 1.556)
C (-3.133, 1.514, 2.460)
C (-4.345, 0.819, 2.286)
N (-5.312, 0.825, 3.331)
O (-6.338, 0.119, 3.199)
O (-5.088, 1.518, 4.349)
C (-4.545, 0.004, 1.154)
C (-3.507, -0.168, 0.246)
O (-0.239, -0.632, 2.196)
H (3.863, -1.215, 4.057)
H (3.973, -1.910, 2.436)
H (4.203, -0.161, 2.675)
H (1.602, -1.725, 3.154)
H (1.823, 0.016, 3.479)
H (1.044, 0.414, -0.676)
H (-1.157, 1.830, 1.697)
H (-3.006, 2.158, 3.327)
H (-5.501, -0.499, 1.031)
H (-3.665, -0.784, -0.641)



# 6
C18H17NO5 | wB97M-V/def2-TZVPD

Its HOMO-LUMO gap is 0.2852 Eh. The relative energy (zero: lowest compared OMol25 entry of this formula, charge and spin) comes out at 369.19 kcal/mol. The multiplicity is 1. Its largest force on an atom is 0.352 hartree/bohr. For the HOMO energy, the calculation gives -8.39 eV.

Geometry (Å):
C (-5.308, -0.759, 0.718)
H (-4.357, -0.363, 1.186)
O (-4.869, -1.864, -0.068)
C (-4.036, -1.837, -1.099)
C (-2.611, -1.787, -0.758)
C (-2.290, -2.678, 0.538)
H (-2.266, -3.721, 0.241)
H (-2.992, -2.556, 1.163)
H (-1.320, -2.276, 0.792)
H (-1.938, -1.758, -1.487)
O (-2.537, -0.075, -0.085)
C (-1.632, 0.577, -0.726)
O (-0.817, 0.030, -1.689)
C (-1.457, 1.902, 0.105)
C (-0.331, 2.429, 0.211)
C (0.910, 1.797, 0.294)
C (2.087, 2.403, -0.165)
O (3.247, 2.055, -0.322)
C (3.623, 0.891, -0.267)
C (4.778, 0.354, -0.326)
C (5.038, -1.032, -0.344)
C (3.980, -1.826, 0.336)
C (2.823, -1.324, 0.475)
C (2.455, -0.038, 0.408)
C (1.155, 0.571, 0.244)
O (0.356, -0.281, 0.933)
H (2.046, -2.274, 0.752)
C (4.471, -3.205, 0.341)
H (3.505, -3.949, 0.886)
H (4.752, -3.855, -0.507)
H (5.286, -3.364, 1.004)
H (6.050, -1.420, -0.569)
H (5.595, 1.037, -0.760)
H (1.953, 3.493, -0.469)
H (-0.377, 3.383, 0.747)
C (-2.690, 2.598, 0.379)
N (-3.737, 2.857, 0.379)
H (-4.141, -2.714, -1.380)
H (-4.386, -0.920, -1.711)
H (-6.276, -0.888, 1.418)
H (-5.632, -0.074, 0.090)